# 1
{"formula": "C27H33Br60ClFN4O2P2", "method": "wB97M-V/def2-TZVPD", "elements": ["C", "C", "Cl", "C", "N", "F", "C", "N", "C", "P", "O", "N", "C", "Br", "C", "C", "Br", "N", "P", "O", "Br", "H", "H", "H", "H", "H", "H", "H", "H", "H", "H", "H", "H", "H", "H", "C", "Br", "Br", "Br", "H", "C", "Br", "Br", "Br", "H", "C", "Br", "Br", "Br", "H", "C", "Br", "Br", "Br", "H", "C", "Br", "Br", "Br", "H", "C", "Br", "Br", "Br", "H", "C", "Br", "Br", "Br", "H", "C", "Br", "Br", "Br", "H", "C", "Br", "Br", "Br", "H", "C", "Br", "Br", "Br", "H", "C", "Br", "Br", "Br", "H", "C", "Br", "Br", "Br", "H", "C", "Br", "Br", "Br", "H", "C", "Br", "Br", "Br", "H", "C", "Br", "Br", "Br", "H", "C", "Br", "Br", "Br", "H", "C", "Br", "Br", "Br", "H", "C", "Br", "Br", "Br", "H", "C", "Br", "Br", "Br", "H"], "xyz": [[3.837407, -2.427477, 6.120425], [3.703012, -4.014257, 6.022267], [5.308240, -4.678753, 6.710849], [3.470590, -4.632767, 4.569837], [3.329313, -3.710266, 3.424525], [4.303834, -3.826237, 2.470250], [2.434679, -2.720514, 3.142965], [2.695209, -1.945113, 1.954566], [1.620909, -0.939956, 2.046770], [1.637114, 0.305724, 0.607494], [1.109401, -0.298354, -0.723993], [0.856637, -1.195559, 3.239304], [-0.219329, -0.194027, 3.513589], [0.470711, 1.705106, 3.661221], [-1.534961, -0.251338, 2.613284], [-1.754422, -1.561038, 1.785274], [-1.764262, 1.319164, 1.367011], [1.259118, -2.344653, 3.953786], [0.423571, -2.909341, 5.420947], [0.515957, -4.566702, 5.775279], [-1.881522, -2.883404, 5.085892], [4.646863, -2.122635, 6.875686], [4.157306, -1.930112, 5.132103], [2.883668, -1.882166, 6.440173], [2.929564, -4.320796, 6.807703], [2.648903, -5.426632, 4.503687], [4.415916, -5.273806, 4.385519], [1.006839, 1.555755, 0.873109], [3.024713, 0.629461, 0.332237], [-0.556767, -0.345909, 4.604366], [-2.431688, -0.149164, 3.326228], [-2.678209, -2.095264, 2.218979], [-0.913654, -2.305478, 1.813720], [-1.991327, -1.291836, 0.704790], [-0.176214, -5.104163, 5.330808], [-5.243413, 2.055740, 2.829742], [-4.863835, 0.451835, 3.855060], [-6.863822, 1.867369, 1.784877], [-5.281161, 3.638507, 3.948801], [-4.423409, 2.184114, 2.125072], [5.144145, 1.366852, 3.880715], [3.775827, 0.060067, 3.441536], [6.925500, 0.635491, 3.665879], [4.914747, 3.015557, 2.889536], [5.025504, 1.612307, 4.934670], [-2.213000, 4.634888, -1.317307], [-0.711063, 5.658086, -0.640099], [-3.438007, 4.129723, 0.100651], [-3.120376, 5.553178, -2.759764], [-1.808699, 3.712678, -1.732730], [-4.328549, 9.672531, -4.162181], [-2.947756, 9.213556, -2.881066], [-3.979330, 8.900244, -5.906638], [-6.096114, 9.213385, -3.510479], [-4.304728, 10.754003, -4.282192], [3.497134, 7.089914, -0.698299], [3.141462, 6.152404, -2.358310], [2.260505, 8.555889, -0.413959], [3.539767, 5.881964, 0.818108], [4.491515, 7.525278, -0.784868], [-0.480117, 11.956514, -0.262638], [-2.204070, 12.024403, -1.143775], [-0.346255, 10.436911, 0.936451], [0.981560, 12.001343, -1.535802], [-0.397547, 12.852947, 0.348621], [-7.642710, -1.551783, -0.450250], [-7.795656, -2.872373, 0.962170], [-5.819547, -0.923692, -0.651937], [-8.370548, -2.200071, -2.125403], [-8.243672, -0.694839, -0.151709], [4.334180, -2.844305, -1.559481], [3.185112, -1.618425, -0.583508], [4.265853, -4.637260, -0.818772], [3.949279, -2.849783, -3.454906], [5.356297, -2.489247, -1.439547], [4.197454, -4.947163, -7.431495], [3.814172, -5.917134, -9.065278], [2.927170, -3.512879, -7.127126], [4.328039, -6.137642, -5.901371], [5.173469, -4.482885, -7.558138], [-6.861608, 6.263697, 0.814802], [-5.362069, 7.291284, 1.492979], [-8.088675, 5.756444, 2.228460], [-7.770153, 7.181229, -0.631117], [-6.455439, 5.342361, 0.400318], [-4.942441, 6.990586, -9.825571], [-3.441707, 8.018534, -9.152705], [-6.165983, 6.490803, -8.406672], [-5.851274, 7.906647, -11.272242], [-4.537614, 6.068145, -10.236889], [-7.313223, -3.411076, 5.087687], [-7.732303, -4.219204, 6.798807], [-7.786192, -1.530829, 5.045263], [-5.460942, -3.705085, 4.584882], [-7.926396, -3.911300, 4.340431], [-0.745935, -6.536640, 9.210075], [-0.975917, -4.633719, 8.915266], [-0.373400, -7.482762, 7.556884], [0.591639, -6.898700, 10.564463], [-1.693125, -6.916938, 9.587658], [-0.089230, -5.615639, 2.101041], [1.162430, -4.487430, 3.119241], [-1.569466, -4.650953, 1.333313], [0.841549, -6.640750, 0.743438], [-0.519796, -6.325523, 2.807353], [4.867845, -10.107562, -6.663113], [5.339911, -11.469945, -5.366611], [6.141141, -10.028388, -8.122665], [3.050519, -10.322526, -7.304329], [4.912533, -9.149116, -6.149167], [0.868162, -1.904500, -10.229772], [2.131244, -0.783158, -9.276968], [-0.630304, -0.881266, -10.913023], [1.732943, -2.936779, -11.624252], [0.466969, -2.615201, -9.509576], [0.289457, -7.421205, -3.505463], [1.515181, -6.297338, -2.506010], [-1.206640, -6.406891, -4.207481], [1.184321, -8.431370, -4.899042], [-0.118507, -8.143533, -2.801001], [-0.297375, 1.948516, -4.234960], [0.945228, 3.032586, -3.212212], [-1.736435, 3.015934, -4.978605], [0.605845, 0.905498, -5.597724], [-0.749422, 1.242495, -3.540734], [7.844080, 6.672287, 1.492658], [7.488729, 5.734357, -0.167376], [6.603682, 8.135789, 1.773028], [7.889039, 5.462882, 3.008529], [8.836678, 7.109611, 1.405220]], "atomic_forces_ev_per_a": [[0.49, 1.01, -0.43], [0.02, 1.24, 1.13], [-1.14, 0.14, -0.64], [1.56, -1.86, 0.71], [1.85, 1.85, 2.17], [-0.44, -0.01, 0.32], [1.63, 3.08, -1.50], [-5.17, 0.80, 5.17], [1.90, -4.93, 3.14], [-1.30, 0.58, -4.36], [-0.33, 1.72, 3.89], [0.33, 2.97, -4.10], [-1.15, 0.07, 2.46], [0.01, -1.30, 0.30], [-0.71, -0.32, 0.22], [-0.91, -0.15, -0.11], [-0.08, -0.87, 0.66], [3.68, 3.75, -2.83], [-1.69, -1.30, 3.63], [-0.12, 2.16, -0.62], [1.17, 0.05, -0.45], [-1.31, -0.72, -1.04], [-0.39, -1.07, 1.50], [1.10, -1.04, -0.39], [1.00, 0.04, -1.50], [1.31, 1.36, 0.68], [-1.37, 1.42, -0.16], [0.24, -0.80, 0.70], [-0.77, -0.15, 1.26], [0.54, 0.02, -1.81], [1.68, 0.16, -1.05], [1.41, 0.79, -0.72], [-0.75, 1.20, 0.01], [0.47, -0.53, 1.40], [0.39, 0.29, 0.27], [0.07, 0.24, -0.12], [-0.20, 0.23, -0.11], [0.24, 0.09, 0.29], [0.02, -0.41, -0.25], [-0.17, -0.10, 0.18], [0.19, 0.38, 0.41], [1.27, 1.03, 0.13], [-0.47, 0.10, -0.02], [-0.04, -0.46, 0.09], [0.04, -0.05, -0.25], [0.12, 0.01, -0.36], [-0.31, -0.15, -0.07], [0.08, 0.16, -0.17], [0.08, -0.13, 0.52], [-0.07, 0.20, 0.10], [0.06, 0.08, -0.04], [-0.38, -0.16, -0.44], [-0.13, 0.11, 0.42], [0.35, 0.03, -0.11], [-0.02, -0.27, 0.03], [0.13, 0.18, -0.13], [0.01, 0.13, 0.34], [0.23, -0.47, -0.04], [-0.15, 0.10, -0.19], [-0.19, -0.16, 0.06], [-0.05, 0.23, 0.01], [0.46, 0.24, 0.40], [-0.09, 0.26, -0.23], [-0.29, -0.06, 0.22], [0.01, -0.25, -0.14], [-0.10, 0.08, -0.04], [0.08, 0.20, -0.25], [-0.22, -0.19, 0.00], [0.20, 0.10, 0.37], [0.16, -0.21, -0.05], [0.52, 0.15, 0.15], [2.02, -2.13, -3.15], [-0.03, 0.21, -0.07], [-0.06, -0.02, 0.38], [-0.21, -0.19, -0.07], [0.10, -0.07, -0.09], [0.02, 0.18, 0.38], [0.24, -0.41, 0.05], [-0.09, 0.23, -0.25], [-0.25, -0.11, 0.05], [0.06, -0.07, -0.05], [-0.33, -0.16, -0.12], [0.18, 0.17, -0.26], [0.16, -0.17, 0.33], [-0.08, 0.22, 0.10], [-0.04, -0.10, -0.07], [-0.24, -0.18, -0.21], [0.23, 0.14, -0.25], [0.18, -0.14, 0.33], [-0.09, 0.24, 0.11], [-0.29, 0.09, 0.07], [0.16, 0.18, -0.35], [0.11, -0.46, 0.05], [-0.19, 0.07, 0.04], [0.20, 0.11, 0.16], [0.00, -0.02, 0.19], [0.03, -0.29, 0.08], [-0.02, 0.14, 0.21], [-0.26, 0.10, -0.37], [0.22, 0.10, -0.14], [-0.31, -0.93, 0.22], [-6.34, -7.63, -5.95], [0.24, -0.63, 0.03], [-0.18, 0.41, 0.61], [0.09, 0.11, -0.19], [0.06, 0.10, 0.05], [-0.11, 0.23, -0.27], [-0.29, -0.04, 0.28], [0.33, 0.00, 0.06], [-0.03, -0.22, -0.15], [-0.07, -0.11, 0.03], [-0.25, 0.01, -0.28], [0.32, -0.17, 0.12], [-0.14, 0.25, 0.28], [0.12, 0.17, -0.17], [-0.11, -0.16, -0.03], [-0.05, -0.14, -0.58], [0.31, -0.14, 0.13], [-0.12, 0.26, 0.31], [0.08, 0.19, -0.18], [-0.05, -0.19, -0.06], [-0.23, -0.10, -0.13], [0.38, -0.27, 0.14], [-0.15, 0.24, 0.24], [0.15, 0.16, -0.16], [0.09, 0.06, -0.02], [-0.01, 0.15, 0.31], [0.19, -0.28, -0.05], [-0.04, 0.25, -0.30], [-0.25, -0.12, 0.02]], "orbital_gap_ev": 6.28, "spin_multiplicity": 1, "charge": 1}



# 2
{"formula": "C27H33BrInO16S", "method": "wB97M-V/def2-TZVPD", "elements": ["C", "C", "Br", "C", "In", "C", "C", "C", "O", "C", "C", "C", "S", "O", "O", "O", "H", "H", "H", "H", "H", "H", "H", "H", "H", "H", "H", "H", "H", "H", "H", "H", "H", "H", "H", "H", "H", "C", "C", "C", "O", "C", "C", "C", "O", "O", "O", "H", "H", "H", "H", "C", "C", "C", "O", "C", "C", "C", "O", "O", "O", "H", "H", "H", "H", "C", "C", "C", "O", "C", "C", "C", "O", "O", "O", "H", "H", "H", "H"], "xyz": [[3.207893, -2.334553, -0.508894], [1.904647, -2.990347, -0.085343], [1.938198, -2.890295, 1.931350], [0.615641, -2.355925, -0.593097], [0.762655, -1.046508, -2.410796], [2.332763, 0.535677, -2.237445], [2.084452, 1.315534, -0.927324], [2.013761, 2.833460, -1.098808], [0.700920, 3.275685, -1.444710], [-1.160299, 0.106775, -2.605322], [-2.356534, -0.797784, -2.930496], [-3.068507, -1.401745, -1.720281], [-3.590062, -0.296333, -0.430891], [-4.942541, -0.644086, -0.085376], [-2.649163, -0.343161, 0.652751], [-3.635836, 1.167732, -1.039224], [4.037209, -2.885734, -0.062964], [3.288887, -1.322098, -0.113654], [3.348958, -2.351195, -1.590553], [1.955842, -4.049649, -0.332161], [-0.060424, -3.175854, -0.860456], [0.128291, -1.801569, 0.208150], [0.902142, -2.025412, -3.900296], [3.321170, 0.078028, -2.244971], [2.185999, 1.185471, -3.102822], [2.820601, 1.048721, -0.164958], [1.114758, 1.015824, -0.495950], [2.684533, 3.136581, -1.904354], [2.318635, 3.316261, -0.160926], [0.070340, 2.599757, -1.173493], [-0.986780, 0.836348, -3.398815], [-1.279311, 0.677955, -1.680870], [-3.096745, -0.248993, -3.528939], [-1.999432, -1.599312, -3.582695], [-3.982046, -1.901647, -2.039184], [-2.411025, -2.137108, -1.253484], [-2.992027, 1.698518, -0.545185], [-9.116229, -2.001432, 0.860375], [-8.003415, -1.743642, 1.577791], [-7.924851, -2.053012, 3.060593], [-6.880261, -1.805117, 3.629722], [-9.090963, -2.617987, 3.714949], [-10.188937, -2.865875, 2.990627], [-10.260970, -2.580633, 1.507896], [-11.312619, -2.865567, 0.951970], [-11.305500, -3.379286, 3.493487], [-6.919959, -1.216230, 1.056179], [-9.181712, -1.786703, -0.196724], [-9.032015, -2.821203, 4.774828], [-11.920300, -3.447264, 2.734266], [-6.264861, -1.139365, 1.777259], [9.222275, -4.926196, 1.145355], [8.456288, -4.119439, 0.396909], [7.048103, -3.746286, 0.801511], [6.444274, -2.994153, 0.061799], [6.503299, -4.299964, 2.025444], [7.270168, -5.108398, 2.769324], [8.686105, -5.461668, 2.378325], [9.305010, -6.191876, 3.134293], [6.866652, -5.666711, 3.903845], [8.851131, -3.580263, -0.745562], [10.230657, -5.197542, 0.866863], [5.488166, -4.038301, 2.295844], [7.623661, -6.194638, 4.224707], [8.094422, -3.044498, -1.062032], [0.434622, 6.525511, -0.743834], [0.743316, 6.895555, 0.507274], [1.160559, 8.304810, 0.853963], [1.403217, 8.545693, 2.024313], [1.251790, 9.283755, -0.210039], [0.945912, 8.915198, -1.461048], [0.504092, 7.508585, -1.803162], [0.234130, 7.296625, -2.971815], [0.997530, 9.732194, -2.503806], [0.709817, 6.068271, 1.544181], [0.136836, 5.514557, -0.996642], [1.565845, 10.286251, 0.044003], [0.721045, 9.189531, -3.271087], [0.976106, 6.597695, 2.320347]], "atomic_forces_ev_per_a": [[0.40, -0.36, 0.65], [-0.12, 0.73, -0.46], [0.08, -0.39, 0.07], [0.19, -0.41, -0.06], [0.09, 0.09, -0.30], [-0.59, -0.41, 0.43], [-0.18, -0.06, -0.48], [0.12, -0.40, 0.49], [-0.12, 0.22, -0.18], [0.62, -0.40, 0.26], [0.01, 1.07, -0.19], [0.32, -0.19, -0.99], [-0.47, -1.20, 1.22], [0.56, 0.38, -0.74], [0.40, 0.62, -0.30], [0.01, 0.09, 0.04], [0.04, 0.01, -0.11], [-0.17, 0.12, -0.29], [-0.24, 0.11, -0.03], [-0.08, -0.05, 0.24], [-0.14, 0.10, 0.11], [-0.02, 0.16, -0.12], [-0.01, -0.05, 0.07], [0.11, 0.24, -0.18], [0.21, 0.02, -0.02], [0.07, 0.10, -0.04], [0.08, 0.09, 0.22], [-0.01, 0.14, 0.05], [-0.02, 0.17, -0.09], [0.15, -0.08, -0.06], [-0.09, -0.05, -0.06], [-0.21, 0.00, -0.02], [-0.11, -0.04, 0.13], [-0.23, -0.24, 0.17], [-0.03, -0.01, 0.11], [-0.07, 0.18, 0.38], [0.07, -0.02, -0.19], [-0.06, 0.00, -0.07], [-0.09, 0.02, -0.14], [-0.09, -0.06, 0.13], [0.04, 0.06, -0.10], [0.06, 0.01, 0.07], [0.04, -0.01, 0.13], [0.07, 0.06, -0.16], [-0.05, -0.02, 0.11], [-0.03, 0.00, -0.05], [-0.91, -0.31, 0.60], [0.05, 0.01, 0.00], [-0.01, -0.01, 0.00], [0.02, 0.00, -0.04], [0.23, 0.07, -0.21], [0.09, -0.06, 0.03], [0.12, -0.06, -0.01], [-0.22, -0.05, 0.21], [0.25, 0.02, -0.13], [-0.10, 0.06, -0.01], [-0.12, 0.05, -0.02], [0.11, 0.02, -0.13], [-0.09, -0.02, 0.06], [0.08, -0.03, 0.01], [-0.07, 0.04, 0.00], [0.00, 0.02, -0.01], [0.00, -0.01, 0.01], [0.02, 0.00, -0.01], [-0.02, 0.00, 0.02], [-0.14, -0.12, -0.11], [-0.02, -0.07, -0.09], [0.04, 0.15, -0.07], [-0.01, -0.10, 0.03], [0.03, 0.07, 0.09], [0.05, 0.11, 0.06], [-0.01, -0.17, 0.12], [0.02, 0.13, -0.04], [-0.02, -0.04, -0.04], [0.01, 0.07, 0.04], [0.11, -0.05, 0.00], [-0.01, 0.00, -0.02], [-0.01, -0.04, 0.01], [0.00, 0.01, 0.00]], "orbital_gap_ev": 4.93, "e_above_lowest_kcal_mol": 0.0, "spin_multiplicity": 1, "charge": -1}



The highest charge belongs to which entry? C27H33Br60ClFN4O2P2



Which of these has the highest charge? C27H33Br60ClFN4O2P2



The lowest charge belongs to which entry? C27H33BrInO16S



What is the charge in the first record? +1